Entry from OMol25: one molecule with the formula Cl2HPS2 in a non-equilibrium geometry (ωB97M-V/def2-TZVPD).

Results
E_LUMO (eV): -1.428
Relative energy (zero: lowest compared OMol25 entry of this formula, charge and spin) (kJ/mol): 42.8
SMILES: S=P(S)(Cl)Cl

CARTESIAN COORDINATES (ANGSTROEM)
S  0.21153  -1.54859  1.97106
P  0.08799  -0.11164  0.58391
S  -0.78495  -0.76238  -1.41433
Cl  1.80435  1.11298  0.06107
Cl  -1.25390  1.34359  1.11557
H  -0.06501  -0.03397  -2.31728

Forces on the atoms, in the same order (eV/Å):
S 0.1 2.0 -2.1
P 0.0 -0.7 -0.2
S 1.0 0.4 1.2
Cl -1.5 -1.3 0.5
Cl 0.6 -0.3 -0.1
H -0.1 -0.1 0.7